Entry 1:
21
Properties=species:S:1:pos:R:3:nbo_charge:R:1 method="wB97M-V/def2-TZVPD" spin_multiplicity=2 e_tot_ev=-8382.3947 total_charge=+1 s_squared=0.755 relative_energy_kcal_mol=46.48 orbital_gap_ev="10.3 / 5.4"
N -0.0368 2.5754 -0.0878 -0.804
N -1.0533 -1.1110 0.1903 -0.109
C 2.0768 -0.5196 0.6973 -0.610
C 0.1880 1.1580 0.2438 -0.020
C 1.5870 0.6242 -0.2709 -0.433
C -0.9657 0.2508 -0.4476 -0.292
C -2.2697 -1.8870 -0.0053 -0.501
H 0.1238 1.0487 1.3287 0.209
H -3.1722 -1.1249 0.1057 0.255
H 2.1491 1.5340 -0.0110 0.226
H -0.6777 0.1692 -1.5169 0.267
H 2.9928 -0.9702 0.2264 0.238
H 2.4127 -0.1734 1.6955 0.239
H -2.4164 -2.8219 0.7053 0.287
H 0.9214 2.9174 -0.0507 0.367
H 1.3338 -1.3344 0.7733 0.156
H 1.6018 0.1783 -1.2665 0.217
H -1.9066 0.8119 -0.2674 0.252
H -0.3084 2.7192 -1.0580 0.363
H -0.2475 -1.7353 0.0119 0.412
H -2.3329 -2.3093 -0.9961 0.283

=====

Entry 2:
21
Properties=species:S:1:pos:R:3:nbo_charge:R:1 method="wB97M-V/def2-TZVPD" spin_multiplicity=1 e_tot_ev=-8372.0845 total_charge=+2 relative_energy_kcal_mol=75.32 orbital_gap_ev=9.2
N 1.5459 0.8390 1.5490 -0.687
N -1.6406 -1.2070 -1.8497 -0.968
C 0.9994 -0.1898 -1.6588 -0.780
C 0.1134 -0.4237 -0.4706 0.364
C 0.0759 0.6130 1.5306 0.066
C -0.6781 0.6825 0.1395 -0.542
C -0.4800 0.4671 2.7194 -0.245
H 2.0049 0.1399 0.9553 0.435
H -1.5478 0.3912 2.8769 0.271
H 0.1372 0.5133 3.6030 0.233
H 0.3465 -0.0003 -2.5187 0.314
H -1.6938 0.2995 0.1932 0.321
H -2.1501 -0.6355 -2.5361 0.412
H 0.1058 -1.4156 -0.0292 0.229
H -0.6256 1.5736 -0.4798 0.273
H -2.4302 -1.8349 -1.6747 0.423
H 1.8982 0.8064 2.5091 0.478
H 1.2983 -1.1832 -2.0110 0.270
H -0.9435 -1.6803 -2.4140 0.386
H 1.8603 1.7133 1.1059 0.459
H 1.8038 0.5314 -1.5393 0.285

=====

Entry 3:
22
Properties=species:S:1:pos:R:3:nbo_charge:R:1 method="wB97M-V/def2-TZVPD" spin_multiplicity=1 e_tot_ev=-10438.9119 smiles="C=NCC[C@H](C)N.O" total_charge=0 relative_energy_kcal_mol=48.80 orbital_gap_ev=9.9
O 3.0983 0.8680 1.7894 -0.934
N -0.7134 -0.8130 -1.9345 -0.853
N -2.1762 0.0395 0.6445 -0.401
C 0.1554 -0.6779 -0.7384 -0.049
C 1.5502 -1.0313 -1.1970 -0.618
C -2.6376 0.1399 1.8128 -0.064
C -1.3899 1.1751 0.1351 -0.251
C 0.0379 0.7618 -0.2423 -0.411
H -0.2058 -1.3733 0.0180 0.179
H -1.8974 1.4749 -0.7787 0.207
H -3.2126 -0.6876 2.2040 0.175
H 1.5197 -2.0226 -1.6466 0.203
H 2.7809 0.0129 2.0998 0.467
H -1.6908 -0.7686 -1.6469 0.367
H 2.3895 -0.8672 -0.5322 0.212
H -0.6134 -1.7400 -2.3405 0.348
H 0.4178 1.4387 -1.0041 0.215
H -2.4741 1.0406 2.4135 0.139
H 4.0019 0.6653 1.4924 0.470
H 1.7607 -0.4286 -2.0883 0.213
H -1.3929 1.9403 0.9136 0.174
H 0.6917 0.8530 0.6262 0.211

=====

Entry 4:
22
Properties=species:S:1:pos:R:3:nbo_charge:R:1 method="wB97M-V/def2-TZVPD" spin_multiplicity=1 e_tot_ev=-10434.6994 total_charge=0 relative_energy_kcal_mol=145.94 orbital_gap_ev="6.4 / 6.6"
O 2.2872 -1.8222 -0.2893 -0.739
N -1.2660 3.4577 0.1932 -0.839
N -0.6059 -0.7707 -1.4609 -0.838
C -0.0779 0.6929 0.4083 -0.416
C -1.1748 2.2939 -0.6234 -0.263
C 0.5088 -2.5250 1.2113 -0.685
C 0.2720 0.0220 -0.7486 0.051
C 1.3653 -1.4053 0.6884 0.037
H -2.1350 1.7934 -0.7393 0.166
H 1.9365 -0.9145 1.4756 0.150
H -0.0847 -2.1935 2.0656 0.208
H 1.0659 0.4346 -1.3631 0.205
H -0.7300 2.5134 -1.5918 0.172
H 1.7788 -2.0823 -1.0697 0.453
H -0.3885 3.9583 0.2590 0.356
H -1.4658 -1.0420 -1.0074 0.395
H 1.0953 -3.3950 1.5409 0.216
H 0.6783 1.2942 0.8910 0.220
H -0.3969 -0.9739 -2.4248 0.399
H -0.8843 0.3015 1.0166 0.202
H -1.5991 3.2577 1.1288 0.356
H -0.1792 -2.8954 0.4395 0.192

=====

Entry 5:
22
Properties=species:S:1:pos:R:3:nbo_charge:R:1 method="wB97M-V/def2-TZVPD" spin_multiplicity=1 e_tot_ev=-10435.8790 smiles=CN[N@+](C)([O-])C(C)C total_charge=0 relative_energy_kcal_mol=118.74 orbital_gap_ev=9.5
O -1.2299 -1.3165 1.3499 -0.644
N -0.8561 0.9181 0.8831 -0.552
N -0.8238 -0.5736 0.3922 0.238
C 1.5328 -0.9292 1.0347 -0.628
C -1.9566 -0.2415 -0.7134 -0.411
C 1.0355 -0.4237 -1.4009 -0.635
C 0.5317 -1.0481 -0.1083 -0.057
C -0.1386 2.0555 0.3552 -0.428
H 0.3376 -2.1100 -0.2841 0.219
H -1.7459 0.5598 -1.4157 0.199
H -0.7827 0.8267 1.8863 0.374
H 1.2764 0.6302 -1.2899 0.212
H -0.5103 2.9492 0.8620 0.220
H -2.0312 -1.1787 -1.2541 0.186
H -0.3543 2.1749 -0.7076 0.189
H 1.9548 -0.9318 -1.6849 0.227
H 2.4390 -1.4848 0.7919 0.217
H 0.3329 -0.5527 -2.2201 0.216
H 0.9509 2.0217 0.4860 0.165
H 1.8083 0.1097 1.2273 0.202
H 1.0894 -1.3553 1.9362 0.252
H -2.8598 -0.0998 -0.1260 0.239

=====

Entry 6:
22
Properties=species:S:1:pos:R:3:nbo_charge:R:1 method="wB97M-V/def2-TZVPD" spin_multiplicity=1 e_tot_ev=-10438.3995 smiles=C[C@@H](N)C[C@](C)(N)O total_charge=0 relative_energy_kcal_mol=60.61 orbital_gap_ev=9.5
O -0.7411 -1.3793 -1.1230 -0.754
N 1.9222 -0.4326 -1.1925 -0.853
N -1.0040 -0.7441 1.0939 -0.887
C 1.6749 0.1700 1.4645 -0.779
C -2.4769 0.2295 -0.5908 -0.633
C -1.0692 -0.2776 -0.2537 0.398
C -0.0391 0.8605 -0.6058 -0.467
C 1.4094 0.5429 -0.3382 0.066
H -0.1635 1.0513 -1.6729 0.228
H 2.8592 -0.7407 -0.9743 0.366
H 2.7628 0.2653 1.4851 0.209
H -2.5534 0.4597 -1.6525 0.221
H -1.2151 -2.1369 -0.7558 0.480
H -2.7120 1.1202 -0.0098 0.205
H -1.4596 -0.1012 1.7312 0.359
H -0.3163 1.7521 -0.0437 0.211
H -3.2008 -0.5447 -0.3389 0.214
H 0.0925 -0.6996 1.4375 0.401
H 2.0293 1.4405 -0.3476 0.190
H 1.2667 -1.1905 -1.3574 0.402
H 1.6132 -0.7255 2.0920 0.219
H 1.3209 1.0806 1.9529 0.205

=====

Entry 7:
22
Properties=species:S:1:pos:R:3:nbo_charge:R:1 method="wB97M-V/def2-TZVPD" spin_multiplicity=1 e_tot_ev=-10438.5161 smiles="C=C(C)O.NCCN" total_charge=0 relative_energy_kcal_mol=57.93 orbital_gap_ev=9.3
O 1.5563 1.5635 -0.0208 -0.696
N -0.0940 -0.7669 -2.3189 -0.848
N 0.5978 -2.3795 -0.2484 -0.861
C 0.5048 1.4099 0.8558 0.328
C -0.7093 -1.7462 -0.1330 -0.236
C -0.8753 -0.5984 -1.1110 -0.221
C -0.3853 2.6189 0.8612 -0.662
C 0.5301 0.4888 1.8392 -0.554
H 0.6789 -2.8373 -1.1524 0.364
H -1.2506 2.4554 1.4996 0.223
H -0.5339 0.3423 -0.5271 0.169
H 2.1133 0.7766 0.0243 0.483
H 1.3587 -0.1968 1.9349 0.204
H -0.1283 0.5770 2.6853 0.212
H -0.7161 -1.2603 0.9005 0.209
H -1.9280 -0.4730 -1.3741 0.190
H -0.2356 0.0199 -2.9416 0.360
H 0.8914 -0.7855 -2.0791 0.358
H 0.1570 3.4879 1.2365 0.230
H -0.6975 2.8455 -0.1532 0.222
H 0.7038 -3.0827 0.4749 0.361
H -1.5380 -2.4593 -0.2527 0.165

=====

Entry 8:
22
Properties=species:S:1:pos:R:3:nbo_charge:R:1 method="wB97M-V/def2-TZVPD" spin_multiplicity=1 e_tot_ev=-10438.8219 smiles=CN(C)CN(C)CO total_charge=0 relative_energy_kcal_mol=50.87 orbital_gap_ev=9.5
O -2.7819 -1.2966 0.0695 -0.721
N -0.6486 -0.3664 -0.8232 -0.460
N 1.2256 0.4127 0.4747 -0.439
C -2.1363 -0.4118 -0.8112 0.090
C 1.4575 1.4236 -0.5291 -0.425
C -0.0493 -1.6280 -1.2311 -0.434
C 1.6643 0.8344 1.7888 -0.413
C -0.2206 0.0203 0.4978 -0.064
H -0.2816 -0.7928 1.2393 0.166
H 1.0805 1.0435 -1.4818 0.222
H -2.4746 0.6287 -0.6599 0.158
H 0.9165 2.3594 -0.3170 0.157
H 1.0932 1.7157 2.1624 0.157
H -0.4309 -2.4816 -0.6569 0.183
H 1.5342 0.0089 2.5097 0.199
H -0.8165 0.8877 0.8297 0.159
H 2.7229 1.0956 1.7393 0.205
H -2.6999 -0.9709 0.9735 0.466
H -2.4232 -0.7473 -1.8050 0.176
H 2.5134 1.6259 -0.6040 0.197
H 1.0270 -1.5608 -1.0767 0.222
H -0.2717 -1.8001 -2.2889 0.200

=====

Entry 9:
22
Properties=species:S:1:pos:R:3:nbo_charge:R:1 method="wB97M-V/def2-TZVPD" spin_multiplicity=1 e_tot_ev=-10438.0632 total_charge=0 relative_energy_kcal_mol=68.37 orbital_gap_ev=9.8
O -0.7394 0.9274 -0.2027 -0.935
N 1.9101 0.6930 0.7875 -0.771
N 0.5021 -1.3955 -0.0230 -0.856
C 0.3411 -0.2839 -2.1478 -0.655
C 0.9410 1.4519 1.1972 0.282
C 0.2285 1.0894 2.4648 -0.672
C -0.3303 -0.7795 -0.8912 0.518
C -1.6795 -1.4193 -1.1121 -0.664
H -2.1338 -1.7155 -0.1662 0.210
H 0.8689 2.4995 0.9052 0.171
H -0.3254 0.3854 -2.6847 0.228
H 0.1577 0.0071 2.5715 0.217
H -1.5200 0.8451 0.3576 0.443
H 2.4821 1.1301 0.0708 0.349
H -1.5679 -2.3088 -1.7359 0.229
H 0.5980 -1.1441 -2.7693 0.219
H -2.3364 -0.7147 -1.6178 0.232
H 0.0239 -1.8326 0.7574 0.359
H 1.3097 -0.6874 0.3397 0.432
H 1.2536 0.2516 -1.9025 0.221
H 0.7883 1.4848 3.3158 0.231
H -0.7724 1.5160 2.4855 0.213

=====

Entry 10:
22
Properties=species:S:1:pos:R:3:nbo_charge:R:1 method="wB97M-V/def2-TZVPD" spin_multiplicity=1 e_tot_ev=-10438.1026 smiles="C=C(CCN)NC.O" total_charge=0 relative_energy_kcal_mol=67.46 orbital_gap_ev=9.5
O -2.3235 1.1011 1.8036 -0.958
N -1.6195 -0.6504 -1.7267 -0.861
N 0.5440 0.2755 1.2395 -0.651
C 0.8575 -0.0619 -1.2358 -0.472
C 1.7784 1.1117 1.5249 -0.413
C 0.7212 -0.6281 0.1756 0.178
C -0.5333 0.2878 -1.8748 -0.208
C 0.3376 -1.9053 0.2894 -0.494
H -1.4762 -1.5647 -2.0941 0.371
H -2.6950 1.4464 0.9871 0.461
H 1.4352 2.1270 1.7640 0.203
H 1.4697 0.8453 -1.1793 0.204
H -2.2449 -0.5144 -0.9572 0.377
H -0.1795 -2.3660 1.1240 0.195
H -0.8699 1.2480 -1.4706 0.194
H 0.4017 -0.2171 2.1236 0.374
H -0.4020 0.3304 -2.9670 0.193
H -1.4336 0.8107 1.5639 0.484
H 0.0501 -2.6528 -0.4588 0.204
H 1.5299 -0.7811 -1.7037 0.224
H 2.4119 1.0450 0.6370 0.201
H 2.2403 0.7130 2.4354 0.193

=====

Entry 11:
22
Properties=species:S:1:pos:R:3:nbo_charge:R:1 method="wB97M-V/def2-TZVPD" spin_multiplicity=1 e_tot_ev=-10438.8348 smiles="CC(C)(N)CO.C=N" total_charge=0 relative_energy_kcal_mol=50.58 orbital_gap_ev=10.0
O 1.9526 -0.1146 -0.4687 -0.724
N 0.9252 -0.8337 2.9013 -0.603
N -0.2962 1.5380 -0.5762 -0.837
C -0.4595 0.1276 -0.9126 0.077
C -0.4762 0.0179 -2.4416 -0.612
C -1.7910 -0.3594 -0.3429 -0.611
C 0.6919 -0.7364 -0.3304 -0.098
C 0.7419 0.3776 3.1428 -0.025
H -0.6540 -1.0084 -2.7509 0.204
H 0.4681 0.3558 -2.8657 0.192
H -1.7781 -0.3233 0.7442 0.205
H -0.4527 1.6725 0.4187 0.347
H -1.2639 0.6499 -2.8406 0.222
H 0.5601 -0.8726 0.7444 0.215
H -0.0285 0.8999 2.5773 0.146
H 1.2656 0.9805 3.8832 0.149
H 0.6920 -1.7253 -0.8083 0.154
H -2.5960 0.2733 -0.7067 0.218
H 2.1645 -0.0631 -1.4081 0.460
H -1.9805 -1.3853 -0.6481 0.211
H 1.6518 -1.2896 3.4520 0.344
H 0.6627 1.8186 -0.7630 0.366

=====

Entry 12:
22
Properties=species:S:1:pos:R:3:nbo_charge:R:1 method="wB97M-V/def2-TZVPD" spin_multiplicity=1 e_tot_ev=-10437.3799 smiles=NCCCCNCO total_charge=0 relative_energy_kcal_mol=84.13 orbital_gap_ev=9.7
O -2.9088 -3.1796 -0.8637 -0.702
N 1.6544 3.0186 0.4618 -0.869
N -1.5015 -1.2794 -0.7746 -0.659
C -2.5931 -2.0654 -0.1259 0.083
C 1.6617 0.4738 0.6123 -0.417
C -0.6436 -0.7471 0.3407 -0.229
C 2.4042 1.8249 0.1069 -0.205
C 0.5621 0.1422 -0.3802 -0.403
H 0.7600 -0.3429 -1.2742 0.201
H 0.6011 2.8896 0.4869 0.355
H -1.2554 0.0483 0.8724 0.190
H -3.7202 -3.0489 -1.2860 0.475
H -2.2201 -2.4846 0.8441 0.136
H 3.3102 1.9430 0.8300 0.178
H 0.1243 1.0331 -0.8492 0.200
H -3.2364 -1.1456 0.0251 0.173
H -0.1183 -1.4433 1.0074 0.176
H 1.2189 0.6534 1.5874 0.205
H 1.8578 3.8428 -0.1304 0.361
H -1.0420 -1.8508 -1.4205 0.359
H 2.6771 1.9290 -0.9326 0.181
H 2.4075 -0.2112 0.8622 0.213